# 1
Here is a 8-piece molecular cluster, H18NO7 overall in a non-equilibrium geometry from OMol25. Energies are from wB97M-V/def2-TZVPD.

Summary:
* charge: +1
* HOMO level: -14.87 eV

Geometry as XYZ:
```
26
Properties=species:S:1:pos:R:3:forces:R:3:lowdin_charge:R:1
N -0.130 -0.304 0.254 -6.7141 8.3596 -6.6692 0.356
H -0.922 -0.928 -0.010 0.5205 1.0068 -0.5465 0.135
H 0.405 0.186 -0.504 -0.3771 -1.7977 -0.2641 0.135
H 0.366 -0.775 0.774 7.1046 -5.9571 6.9911 -0.016
H -0.388 0.627 0.706 -0.5656 -1.6776 0.2748 0.141
O -3.236 1.112 1.102 0.7102 -2.5805 -2.0902 -0.056
H -3.732 1.535 1.758 -1.2676 0.9586 1.5932 0.003
H -3.726 0.269 0.885 0.6713 1.5845 0.4711 0.074
O -0.794 -3.225 -0.687 3.8999 -3.5403 2.8110 -0.085
H -1.629 -3.124 -1.036 -2.9950 -0.2851 -1.2576 -0.041
H -0.653 -4.241 -0.341 -0.9256 4.0106 -1.4907 0.161
O 3.125 -0.675 0.519 -4.9310 0.5928 2.6087 0.011
H 3.969 -0.598 0.256 5.0909 0.0685 -1.7125 0.000
H 3.070 0.009 1.223 -0.0099 -0.6988 -0.6142 0.082
O 2.394 0.231 -1.934 -2.0822 3.6929 -6.9424 -0.003
H 2.543 -0.099 -1.140 1.2596 -1.7071 6.1487 -0.121
H 2.230 1.210 -1.996 0.6408 -1.8028 0.5971 0.080
O 0.575 0.536 3.192 2.1248 -6.8438 -1.9139 0.016
H 0.331 1.358 3.358 -0.9996 6.0002 1.2234 -0.035
H 1.534 0.397 3.041 -1.1091 0.8499 0.6346 0.064
O 0.285 2.902 0.080 -3.7517 0.8676 0.7340 -0.053
H 0.816 2.919 -0.673 1.7554 0.1382 -1.9479 -0.014
H -0.550 3.387 -0.277 1.9452 -1.2301 1.2228 0.123
O -1.843 -0.627 -2.576 -3.1757 -2.2952 0.6180 -0.121
H -1.340 -0.802 -3.377 -0.1291 -0.2447 -0.1574 0.033
H -2.698 -1.281 -2.598 3.3100 2.5305 -0.3219 0.132
```
Forces are in eV/Å.

***

# 2
Here is a 2-piece molecular cluster, C3H7PS overall in a non-equilibrium geometry from OMol25. Energies are from wB97M-V/def2-TZVPD.

Summary:
* HOMO level (spin up / spin down): -7.61 / -7.62 eV

Geometry as XYZ:
```
12
Properties=species:S:1:pos:R:3:forces:R:3:lowdin_charge:R:1
C -0.349 -0.264 -0.844 0.1680 -0.1364 -0.7745 -0.713
C 0.038 -1.679 -0.610 -0.6250 0.1808 -0.0968 -0.210
C 1.640 1.514 0.567 0.2162 -1.9576 0.0165 -0.354
P -3.248 -0.005 0.067 -0.1330 -0.2035 -0.0745 0.509
S 0.089 1.212 -0.525 0.8134 0.1569 0.4482 0.791
H 0.626 -2.102 -1.457 -0.7717 0.5091 0.1185 0.086
H 0.721 -1.838 0.240 -0.6540 -0.1855 0.1985 0.063
H -1.000 -2.165 -0.586 1.8268 -0.1231 0.3620 0.067
H 2.512 0.810 0.213 -1.6929 1.4303 0.8994 0.064
H 1.299 1.316 1.634 0.7727 0.2292 -1.2953 0.038
H 1.884 2.563 0.415 0.1353 -0.0251 0.0919 -0.001
H -4.213 0.638 0.886 -0.0558 0.1249 0.1062 -0.339
```
Forces are in eV/Å.

***

# 3
Here is C30H47FFeP2 as an isolated structure in a non-equilibrium geometry from OMol25. Energies are from wB97M-V/def2-TZVPD.

Summary:
* charge: +1
* HOMO level (spin up / spin down): -7.14 / -10.00 eV
* spin multiplicity: 6

Geometry as XYZ:
```
81
Properties=species:S:1:pos:R:3:forces:R:3:lowdin_spin:R:1
Fe 1.067 -1.052 -0.719 1.2636 0.5760 1.6717 2.960
C -0.459 -2.188 1.778 0.7721 -0.2605 1.3189 0.276
C 0.920 -2.297 1.263 1.4771 1.6728 1.2776 0.065
C 0.838 -0.775 3.048 -2.0311 -0.1904 0.1067 0.241
C -0.466 -1.305 2.865 0.8073 0.1935 -0.0549 0.008
C 1.695 -1.328 2.066 -0.6404 -3.0266 -1.8900 0.166
C -1.595 -3.092 1.465 -0.3341 -0.2906 -0.3306 0.042
H -1.406 -3.690 0.565 -0.0669 0.0269 0.1932 0.001
H -2.543 -2.551 1.300 0.3090 -0.0490 0.1111 0.010
H -1.787 -3.792 2.299 0.1372 0.2614 -0.2669 0.015
C -1.601 -1.092 3.800 -0.4104 0.0868 0.1555 -0.008
H -2.561 -1.225 3.275 0.2660 0.0565 0.3624 0.000
H -1.580 -0.081 4.235 -0.1255 -0.3440 -0.1255 0.000
H -1.551 -1.824 4.629 -0.1155 0.3205 -0.3135 -0.003
C 1.223 0.056 4.210 0.2470 0.4218 0.2330 0.041
H 1.429 -0.563 5.100 -0.0226 0.1012 -0.2785 0.016
H 0.420 0.748 4.487 0.1223 -0.1314 -0.0590 0.007
H 2.120 0.651 4.010 -0.0707 -0.1237 0.1264 0.002
C 3.168 -1.393 2.259 0.5731 0.0390 -0.2497 0.017
H 3.407 -2.046 3.120 -0.1003 0.2138 -0.2999 0.009
H 3.625 -0.415 2.473 -0.1435 -0.2450 -0.0336 0.002
H 3.672 -1.809 1.377 -0.0635 0.0339 0.2602 0.001
C 1.497 -3.616 0.773 0.1626 -0.0070 0.2099 0.008
H 1.725 -4.266 1.654 -0.0966 0.2682 -0.6766 0.003
H 2.439 -3.463 0.208 -0.4706 -0.2461 0.2630 0.003
H 0.775 -4.152 0.131 0.4117 0.1623 0.2049 0.001
C -1.561 0.522 -3.588 -1.2285 -1.5870 -0.6898 0.016
C -1.569 -0.839 -3.476 -1.8200 1.5459 -1.8165 0.005
C -0.776 -1.760 -4.359 -0.0018 -0.3023 -0.0625 0.004
C 0.722 -1.400 -4.429 -0.2274 -0.5223 -0.7060 0.001
C 1.254 -0.744 -3.190 0.4983 0.9328 -0.6602 0.004
C 1.302 0.595 -3.052 1.1538 0.0955 -0.7217 0.016
C 0.737 1.609 -4.011 -0.5725 0.5631 -0.9556 0.004
C -0.703 1.295 -4.538 0.2785 0.4824 -0.4932 0.003
H -1.273 -1.709 -5.352 0.5313 -0.1169 0.3339 0.001
H 0.899 -0.762 -5.313 0.0697 -0.1061 0.5609 0.000
H -0.870 -2.808 -4.034 -0.1260 0.3627 0.0796 0.001
H -0.640 0.786 -5.518 -0.0784 0.1311 0.4449 0.001
H -2.385 1.122 -3.161 0.6110 -0.5790 0.0024 0.001
H -2.416 -1.344 -2.983 0.5163 0.5330 -0.2029 0.002
H -1.240 2.251 -4.720 0.5444 -0.5049 -0.0611 0.000
H 0.696 2.652 -3.615 0.3214 -0.9544 0.2257 0.000
H 2.056 1.060 -2.427 -0.5520 -0.2742 0.2971 0.000
H 1.436 1.699 -4.877 -0.3638 -0.1708 0.4435 0.001
H 1.318 -2.314 -4.606 -0.3130 0.3391 0.0273 0.000
H 1.845 -1.425 -2.553 0.2211 0.1968 -0.0482 0.004
P -1.365 0.489 -0.045 0.2703 0.4803 0.2794 0.325
P 1.844 1.237 0.129 -1.0913 -0.7911 0.0617 0.052
C -0.665 1.908 -1.050 0.3022 -0.4728 -0.2162 0.017
C 0.682 2.549 -0.617 0.4978 -0.0972 -0.5345 0.005
H -1.464 2.667 -1.170 0.3687 -0.2679 0.2669 0.006
H -0.511 1.502 -2.052 -0.1498 -0.0027 0.3136 0.001
H 1.163 3.041 -1.497 -0.4757 -0.0682 0.6644 0.002
H 0.496 3.296 0.180 0.3845 -0.3808 -0.5409 0.001
C 2.807 2.199 1.332 0.5937 0.3835 0.4311 0.012
H 2.819 1.672 2.303 0.0740 0.4737 -0.3993 0.001
H 2.391 3.217 1.443 0.2234 -0.5281 0.1243 0.001
H 3.847 2.283 0.951 -0.5560 0.0804 0.3783 0.001
C 3.294 0.479 -0.749 0.4929 0.6209 -0.5249 0.013
H 3.820 1.271 -1.327 0.0163 -0.7986 0.1110 0.005
H 2.977 -0.356 -1.420 0.7092 0.5731 0.4030 0.001
H 3.983 0.072 0.026 -0.5911 0.3881 -0.4462 -0.001
C -3.071 0.198 -0.664 -0.2440 0.9768 0.1155 0.015
H -3.373 -0.763 -0.260 -0.4565 0.1256 0.1901 0.004
H -3.035 0.100 -1.752 -0.0868 0.0563 0.4701 0.001
H -3.747 0.998 -0.386 -0.2650 -0.0020 -0.0778 0.000
C -1.030 -1.148 -0.926 1.7430 -2.7807 -0.9519 0.195
H -0.389 -2.089 -0.577 -0.8013 1.4720 0.0668 0.015
H -0.619 -0.910 -1.943 -0.6895 -0.0811 0.9727 0.014
H -1.936 -1.720 -1.068 -0.0938 0.0858 -0.1791 0.010
F -2.740 4.202 4.164 0.1032 -0.9453 -0.5948 0.023
C -2.361 3.153 3.351 0.2253 1.1795 0.8951 0.088
C -0.997 3.048 3.068 0.0743 -0.1864 -0.2129 -0.008
C -0.602 2.120 2.123 0.5144 -0.6504 -0.4296 0.089
C -1.587 1.294 1.503 -0.5353 0.6944 -0.0658 0.087
C -2.894 1.254 2.027 -0.3970 0.1851 0.3330 0.080
C -3.317 2.263 2.885 0.1038 -0.3531 -0.0355 -0.008
H -0.229 3.694 3.502 -0.6210 -0.0447 0.0788 -0.002
H 0.483 2.019 1.828 -1.7527 0.2080 0.7106 0.006
H -3.601 0.467 1.700 0.4208 0.8711 0.1657 0.003
H -4.377 2.370 3.117 0.3692 0.0117 0.2637 -0.002
```
Forces are in eV/Å.

***

Calculated values (eV) of DFT total energy for the records, taken in order: -16106.3498, -23342.2647, -87539.4306.
Calculated values (eV) of relative energy (zero: lowest compared OMol25 entry of this formula, charge and spin) for the records, taken in order: 5.026, 5.704, 1.609.